[1]
The following is a quantum chemistry calculation of a cluster of 3 separate species, C2H12N2O2 in total at a distorted geometry, from the OMol25 dataset.

Last columns: bonded neighbours and bond lengths (Å).
Cartesian coordinates (Å):
1 N 0.22042 -1.09494 -1.70515  C2 1.469, H5 1.015, H6 0.992
2 C 0.06243 -1.86860 -0.46687  N1 1.469, C3 1.518, H7 1.089, H8 1.100
3 C 0.61025 -1.12960 0.74030  C2 1.518, N4 1.475, H9 1.090, H10 1.092
4 N -0.36126 -0.66115 1.74576  C3 1.475, H11 1.013, H12 0.999
5 H -0.57521 -0.47533 -1.81871  N1 1.015
6 H 0.45306 -1.57266 -2.54331  N1 0.992
7 H 0.49698 -2.85723 -0.60522  C2 1.089
8 H -1.01154 -2.07106 -0.33842  C2 1.100
9 H 1.38284 -1.69614 1.25973  C3 1.090
10 H 1.15552 -0.29147 0.30163  C3 1.092
11 H -0.98388 -1.39977 2.05108  N4 1.013
12 H 0.16456 -0.40017 2.55426  N4 0.999
13 O 0.98067 2.18660 -2.34782  H14 0.967, H15 0.976
14 H 0.93022 1.22066 -2.33855  O13 0.967
15 H 0.89279 2.43239 -1.40710  O13 0.976
16 O -1.27883 2.01906 2.01109  H17 0.963, H18 0.955
17 H -2.12331 2.35038 1.68646  O16 0.963
18 H -1.19611 1.11890 1.70196  O16 0.955

Its multiplicity is 1. The HOMO energy is -9.6 eV. As for the relative energy (zero: lowest compared OMol25 entry of this formula, charge and spin): 63.8 kJ/mol. The SMILES is NCCN.O.O. The calculation puts the lowest unoccupied orbital energy at 0.80 eV. The calculation puts the orbital gap at 10.39 eV.



[2]
The following is a quantum chemistry calculation of a cluster of 3 separate species, C2H12N2O2 in total at a distorted geometry, from the OMol25 dataset.

Last columns: bonded neighbours and bond lengths (Å).
Cartesian coordinates (Å):
1 N 0.74600 -0.38830 2.64840  C2 1.476, H5 1.022, H6 1.019
2 C -0.47587 -0.86463 1.97103  N1 1.476, C3 1.599, H7 1.089, H8 1.077
3 C -0.30999 -0.52275 0.41807  C2 1.599, N4 1.398, H9 1.094, H10 1.116
4 N 0.64752 -1.19574 -0.34639  C3 1.398, H11 1.019, H12 1.024
5 H 0.74491 -0.95423 3.49959  N1 1.022
6 H 0.54547 0.55769 2.96947  N1 1.019
7 H -1.40094 -0.35049 2.22755  C2 1.089
8 H -0.61251 -1.92422 2.10873  C2 1.077
9 H -1.27864 -0.69761 -0.05938  C3 1.094
10 H 0.02042 0.53730 0.52760  C3 1.116
11 H 0.73969 -0.95267 -1.33173  N4 1.019
12 H 1.52242 -1.38497 0.15188  N4 1.024
13 H -4.33283 -0.55470 -3.23094  O15 0.959
14 H -3.38398 -1.55830 -2.73012  O15 0.969
15 O -3.52637 -0.60021 -2.71373  H13 0.959, H14 0.969
16 H 3.16914 3.38988 -1.32196  O18 0.963
17 H 4.03863 3.77341 -2.55170  O18 0.949
18 O 3.14695 3.69054 -2.23636  H16 0.963, H17 0.949

Its multiplicity is 2. As for the net charge: +1. The HOMO energy (spin up / spin down) is -13.9 / -13.9 eV. As for the relative energy (zero: lowest compared OMol25 entry of this formula, charge and spin): 65.6 kJ/mol. As for the expectation value of S²: 0.755. The calculation puts the lowest unoccupied orbital energy (spin up / spin down) at -3.33 / -8.44 eV. The calculation puts the orbital gap (spin up / spin down) at 10.56 / 5.45 eV.



[3]
The following is a quantum chemistry calculation of a cluster of 4 separate species, C2H12N2O3 in total at a distorted geometry, from the OMol25 dataset.

Last columns: bonded neighbours and bond lengths (Å).
Cartesian coordinates (Å):
1 C 0.37958 -1.11217 -1.49157  N2 1.576, H5 1.104, H6 1.069, H7 1.035
2 N -0.85985 -0.37836 -2.13006  C1 1.576, C3 1.368
3 C -1.81018 0.02625 -1.23367  N2 1.368, N4 1.386, H8 1.065
4 N -1.85714 -0.06568 0.14859  C3 1.386, H9 1.012, H10 1.021
5 H 1.06168 -1.18144 -2.35630  C1 1.104
6 H 0.92781 -0.68007 -0.68231  C1 1.069
7 H 0.09603 -2.00707 -1.05613  C1 1.035
8 H -2.70576 0.43492 -1.64118  C3 1.065
9 H -1.00054 0.21105 0.61158  N4 1.012
10 H -2.82667 0.04263 0.44879  N4 1.021
11 O 4.47750 -1.28858 1.65294  H12 1.003, H13 0.977
12 H 5.00541 -0.44918 1.50001  O11 1.003
13 H 3.60761 -0.98559 1.32699  O11 0.977
14 O 0.22678 2.14022 -1.90028  H15 1.023, H16 1.025
15 H -0.29086 1.26490 -2.00960  O14 1.023
16 H 0.15499 2.44646 -2.87559  O14 1.025
17 O -1.37730 0.42978 3.77106  H18 1.071, H19 0.969
18 H -2.02687 0.65100 4.59302  O17 1.071
19 H -1.01612 -0.37519 4.17274  O17 0.969

Its multiplicity is 1. The HOMO energy is -9.3 eV. As for the relative energy (zero: lowest compared OMol25 entry of this formula, charge and spin): 226.5 kJ/mol. The SMILES is C/N=C\N.O.O.O. The calculation puts the lowest unoccupied orbital energy at 0.35 eV. The calculation puts the orbital gap at 9.68 eV.



[4]
The following is a quantum chemistry calculation of a cluster of 4 separate species, C2H12N2O3 in total at a distorted geometry, from the OMol25 dataset.

Last columns: bonded neighbours and bond lengths (Å).
Cartesian coordinates (Å):
1 H 0.10930 3.60737 -1.11200  N2 1.038
2 N 0.04580 2.71283 -0.58965  H1 1.038, C3 1.342
3 C -0.32847 1.57981 -1.20379  N2 1.342, N4 1.366, H6 1.067
4 N -0.25105 0.39230 -0.53357  C3 1.366, C5 1.474, H7 0.978
5 C -1.28720 -0.62086 -0.80561  N4 1.474, H8 1.062, H9 1.167, H10 1.102
6 H -0.61851 1.45595 -2.22332  C3 1.067
7 H -0.11773 0.36658 0.43534  N4 0.978
8 H -1.46222 -1.20913 0.06100  C5 1.062
9 H -2.24431 -0.07016 -1.18380  C5 1.167
10 H -1.01598 -1.34817 -1.58753  C5 1.102
11 O 6.37819 -1.61374 0.70054  H12 0.906, H13 0.881
12 H 6.46728 -2.49674 0.51947  O11 0.906
13 H 5.62464 -1.30665 1.03891  O11 0.881
14 O -4.64128 -1.63272 -0.04523  H15 1.014, H16 0.966
15 H -4.96048 -2.47310 0.42304  O14 1.014
16 H -4.59447 -0.93209 0.61748  O14 0.966
17 O 1.20526 0.99765 1.86183  H18 0.919, H19 0.928
18 H 0.51796 0.99268 2.47174  O17 0.919
19 H 1.17327 1.59819 1.15514  O17 0.928

Its multiplicity is 1. The HOMO energy is -9.0 eV. As for the relative energy (zero: lowest compared OMol25 entry of this formula, charge and spin): 194.3 kJ/mol. The SMILES is [H]/N=C/NC.O.O.O. The calculation puts the lowest unoccupied orbital energy at 0.55 eV. The calculation puts the orbital gap at 9.54 eV.



[5]
The following is a quantum chemistry calculation of a cluster of 4 separate species, C2H12N2O3 in total at a distorted geometry, from the OMol25 dataset.

Last columns: bonded neighbours and bond lengths (Å).
Cartesian coordinates (Å):
1 H 0.12646 0.81398 1.81332  N2 1.016
2 N 0.13038 1.15758 0.85680  H1 1.016, C3 1.242
3 C 1.31118 1.20997 0.47395  N2 1.242, N4 1.342, H6 1.142
4 N 1.62208 1.87055 -0.65267  C3 1.342, C5 1.393, H7 1.031
5 C 2.93311 2.08205 -1.07180  N4 1.393, H8 1.110, H9 1.162, H10 1.133
6 H 2.14503 0.61525 0.97859  C3 1.142
7 H 0.95387 1.70530 -1.42078  N4 1.031
8 H 3.11889 2.87720 -1.82319  C5 1.110
9 H 3.59850 1.18167 -1.38360  C5 1.162
10 H 3.45147 2.43763 -0.12861  C5 1.133
11 O -4.21098 -3.20638 -0.18112  H12 1.004, H13 0.966
12 H -3.43832 -2.89316 -0.74070  O11 1.004
13 H -3.61608 -3.39554 0.55616  O11 0.966
14 O -0.93187 -0.18122 -1.21609  H15 0.989, H16 1.041
15 H -1.84602 0.12708 -1.43563  O14 0.989
16 H -0.60866 0.42867 -0.43686  O14 1.041
17 O -1.75767 -2.56100 1.68195  H18 0.943, H19 0.934
18 H -1.99638 -1.68112 1.92424  O17 0.943
19 H -0.98499 -2.58850 2.20602  O17 0.934

Its multiplicity is 1. The HOMO energy is -9.6 eV. As for the relative energy (zero: lowest compared OMol25 entry of this formula, charge and spin): 161.2 kJ/mol. The SMILES is [H]/N=C/NC.O.O.O. The calculation puts the lowest unoccupied orbital energy at 0.43 eV. The calculation puts the orbital gap at 10.00 eV.



[6]
The following is a quantum chemistry calculation of a cluster of 3 separate species, C2H12N7 in total at a distorted geometry, from the OMol25 dataset.

Last columns: bonded neighbours and bond lengths (Å).
Cartesian coordinates (Å):
1 C 0.46000 -2.14994 -0.51035  C2 1.569, H10 1.088, H11 1.052, H12 1.032
2 C 1.30357 -0.99637 -1.15679  C1 1.569, N5 1.473, N7 1.472, H13 1.072
3 N -1.65152 2.66785 1.86962  N4 1.229, N6 1.348
4 N -0.85188 2.44982 0.96167  N3 1.229, N8 1.248
5 N 2.33213 -0.70848 -0.14240  C2 1.473, H14 0.996, H20 1.018
6 N -1.54538 3.85598 2.49819  N3 1.348, H16 1.017, H17 1.004
7 N 0.53419 0.25646 -1.23543  C2 1.472, N9 1.323, H18 0.992
8 N -0.79474 1.52172 0.12969  N4 1.248, N9 1.263
9 N 0.24457 0.83660 -0.08245  N7 1.323, N8 1.263, H21 1.056
10 H 0.13993 -2.12419 0.52895  C1 1.088
11 H -0.28484 -2.42604 -1.19931  C1 1.052
12 H 1.04938 -2.99418 -0.58642  C1 1.032
13 H 1.85704 -1.34042 -2.00848  C2 1.072
14 H 3.16195 -0.35086 -0.56157  N5 0.996
15 H -2.53597 -0.36283 -0.16774  no bonds
16 H -0.66929 4.32301 2.27645  N6 1.017
17 H -1.81849 3.80964 3.46272  N6 1.004
18 H 0.04296 0.63751 -2.00812  N7 0.992
19 H -2.18324 0.27303 -0.72974  no bonds
20 H 2.44647 -1.52134 0.45936  N5 1.018
21 H 1.08303 0.44797 0.42767  N9 1.056

Its multiplicity is 1. As for the net charge: +1. The HOMO energy (spin up / spin down) is -13.0 / -13.0 eV. As for the relative energy (zero: lowest compared OMol25 entry of this formula, charge and spin): 299.5 kJ/mol. The calculation puts the lowest unoccupied orbital energy (spin up / spin down) at -4.74 / -4.74 eV. The calculation puts the orbital gap (spin up / spin down) at 8.31 / 8.31 eV.